1.
114
Properties=species:S:1:pos:R:3 method="wB97M-V/def2-TZVPD" s_squared=3.780 multiplicity=4 charge=+1 de_lowest_kcal_mol=2.9 gap_ev="6.42 / 6.83" homo_energy_ev="-9.340 / -10.027"
Re -0.166 0.602 0.547
C -2.440 2.430 6.188
C -2.504 2.349 4.660
C -2.954 0.955 4.244
C -3.489 3.368 4.087
N -1.152 2.679 4.166
C -0.605 3.913 4.398
C 0.687 3.881 3.998
N 0.950 2.633 3.515
B 2.404 2.225 3.148
N 2.838 2.913 1.837
C 4.116 3.349 1.652
C 4.185 3.944 0.440
N 2.942 3.875 -0.135
C 2.136 3.232 0.736
S 0.436 3.007 0.599
C 2.713 4.421 -1.485
C 3.005 5.925 -1.433
C 3.678 3.694 -2.427
C 1.289 4.211 -1.984
N 2.650 0.701 3.090
C 2.992 0.018 4.226
C 3.378 -1.229 3.879
N 3.274 -1.336 2.516
C 2.807 -0.149 2.056
S 2.467 0.226 0.431
C 3.778 -2.464 1.713
C 4.995 -1.964 0.929
C 2.693 -2.993 0.776
C 4.207 -3.605 2.635
C -0.188 1.927 3.599
S -0.311 0.327 2.982
H -3.405 2.160 6.608
H -2.195 3.434 6.526
H -1.692 1.739 6.572
H -3.964 0.791 4.612
H -2.313 0.185 4.662
H -2.970 0.868 3.162
H -4.498 3.083 4.368
H -3.420 3.364 3.003
H -3.307 4.374 4.455
H -1.166 4.718 4.819
H 1.438 4.643 4.026
H 3.099 2.650 4.011
H 4.872 3.213 2.396
H 5.019 4.418 -0.030
H 4.044 6.129 -1.192
H 2.375 6.408 -0.689
H 2.792 6.369 -2.401
H 4.716 3.892 -2.175
H 3.508 4.022 -3.448
H 3.507 2.620 -2.374
H 0.567 4.734 -1.363
H 1.028 3.155 -2.015
H 1.218 4.607 -2.993
H 2.950 0.483 5.188
H 3.711 -2.025 4.507
H 4.712 -1.176 0.235
H 5.430 -2.780 0.362
H 5.747 -1.575 1.613
H 2.394 -2.249 0.044
H 1.814 -3.294 1.340
H 3.075 -3.858 0.241
H 5.038 -3.315 3.273
H 4.537 -4.437 2.019
H 3.378 -3.950 3.248
S -0.410 0.311 -1.961
C -1.786 -0.573 -2.372
N -2.078 -0.760 -3.660
C -3.121 -1.703 -4.007
C -3.005 -2.901 -3.073
N -3.196 -2.407 -1.730
C -4.058 -3.167 -0.850
C -3.595 -4.596 -0.748
C -2.321 -4.868 -0.261
C -1.887 -6.175 -0.146
C -2.720 -7.220 -0.511
C -3.991 -6.955 -0.988
C -4.426 -5.646 -1.110
C -2.725 -1.196 -1.413
S -3.303 -0.370 -0.094
C -1.321 -0.221 -4.774
C -0.610 -1.345 -5.488
C -0.906 -1.661 -6.807
C -0.294 -2.742 -7.418
C 0.604 -3.520 -6.711
C 0.908 -3.206 -5.396
C 0.305 -2.122 -4.786
H -2.992 -2.006 -5.045
H -4.101 -1.228 -3.887
H -2.022 -3.375 -3.185
H -3.776 -3.644 -3.284
H -5.091 -3.115 -1.215
H -4.025 -2.690 0.133
H -1.677 -4.052 0.032
H -0.899 -6.379 0.238
H -2.381 -8.241 -0.416
H -4.647 -7.765 -1.264
H -5.422 -5.443 -1.477
H -0.611 0.516 -4.396
H -2.027 0.272 -5.450
H -1.614 -1.060 -7.360
H -0.527 -2.980 -8.445
H 1.072 -4.369 -7.184
H 1.613 -3.807 -4.843
H 0.537 -1.870 -3.762
C -3.168 3.141 -1.083
O -2.089 2.229 -0.892
C -1.894 1.790 0.355
O -2.489 2.205 1.316
H -3.200 3.345 -2.152
H -2.986 4.055 -0.516
H -4.101 2.686 -0.742
Cl -0.396 -1.646 0.627

2.
17
Properties=species:S:1:pos:R:3 method="wB97M-V/def2-TZVPD" s_squared=0.767 multiplicity=2 charge=+1 de_lowest_kcal_mol=25.6 gap_ev="9.49 / 6.26" homo_energy_ev="-13.403 / -13.403"
C -0.286 -1.063 -2.981
C -0.029 -0.519 -1.655
C 0.987 -0.976 -0.803
C -0.378 1.586 -0.238
N -0.461 0.745 -1.401
H -1.024 -1.877 -2.935
H -0.750 -0.327 -3.660
H 0.580 -1.424 -3.512
H 1.715 -1.710 -1.145
H 1.027 -0.463 0.141
H -0.978 1.287 0.652
H 0.633 1.498 0.189
H -0.451 2.625 -0.556
H -1.220 1.013 -2.022
H -0.410 -0.338 6.200
H 0.983 -0.108 6.780
O 0.062 0.052 6.946

3.
44
Properties=species:S:1:pos:R:3 method="wB97M-V/def2-TZVPD" charge=+2 gap_ev=5.04 homo_energy_ev=-12.582
S 9.115 0.543 1.373
N 7.426 0.236 1.009
C 6.719 1.173 0.360
C 5.385 1.003 0.084
C 4.757 -0.178 0.496
C 3.309 -0.488 0.293
C 2.444 -0.540 1.403
C 1.122 -0.858 1.222
N 0.633 -1.109 -0.004
C -0.804 -1.487 -0.082
C -1.181 -2.560 0.674
C -2.537 -2.945 0.564
C -3.289 -2.170 -0.299
C -2.794 -1.043 -1.014
N -1.507 -0.724 -0.883
C 1.408 -1.056 -1.083
C 2.746 -0.735 -0.956
C 5.546 -1.149 1.141
C 6.876 -0.931 1.394
H 9.755 -0.418 0.648
H 7.275 2.072 0.093
H 4.812 1.768 -0.439
H 2.828 -0.333 2.402
H 0.458 -0.913 2.082
H -0.485 -3.093 1.322
H -2.942 -3.802 1.094
H -4.328 -2.454 -0.434
H -3.469 -0.454 -1.695
H 1.009 -1.272 -2.073
H 3.365 -0.714 -1.854
H 5.053 -2.070 1.456
H 7.447 -1.711 1.898
Cl -5.457 1.272 -3.544
C -5.961 1.900 -2.013
C -5.891 1.142 -0.854
Cl -5.279 -0.485 -0.869
C -6.310 1.676 0.355
C -6.800 2.970 0.408
C -6.867 3.734 -0.751
C -6.449 3.198 -1.959
H -6.258 1.083 1.259
H -7.129 3.385 1.351
H -7.246 4.746 -0.713
H -6.504 3.794 -2.860

4.
17
Properties=species:S:1:pos:R:3 method="wB97M-V/def2-TZVPD" charge=0 de_lowest_kcal_mol=116.9 gap_ev=9.97 homo_energy_ev=-9.069
C -0.931 -0.903 0.722
C -0.617 0.074 -0.378
C 0.765 -0.216 -0.935
C 1.647 -0.449 0.293
O 1.221 0.540 1.765
C -1.553 0.992 -1.043
O -0.734 1.457 0.020
H -0.823 -1.944 0.337
H 0.013 -0.433 1.659
H -1.950 -0.785 1.113
H 1.133 0.623 -1.531
H 0.738 -1.102 -1.597
H 2.650 -0.068 0.288
H 1.629 -1.490 0.648
H 0.752 1.357 1.473
H -2.618 0.931 -0.812
H -1.323 1.416 -2.024

5.
19
Properties=species:S:1:pos:R:3 method="wB97M-V/def2-TZVPD" charge=+1 de_lowest_kcal_mol=56.2 gap_ev="7.36 / 7.37" homo_energy_ev="-11.847 / -11.847"
C -3.995 -0.282 -0.024
N -3.094 0.533 0.358
C -1.865 0.839 0.019
N -0.815 0.047 0.041
C 0.460 0.512 0.107
N 0.705 1.795 0.013
C 2.034 1.912 -0.047
N 2.588 0.634 0.046
C 1.677 -0.280 0.098
C 1.832 -1.754 -0.075
H -3.713 -0.850 -0.878
H -5.015 -0.538 0.484
H -1.644 1.875 -0.270
H -0.893 -0.993 0.153
H 2.662 2.735 0.039
H 3.562 0.341 0.220
H 2.823 -2.245 -0.178
H 1.374 -2.184 0.817
H 1.314 -2.096 -0.922

6.
91
Properties=species:S:1:pos:R:3 method="wB97M-V/def2-TZVPD" s_squared=8.849 multiplicity=6 charge=+1 de_lowest_kcal_mol=6.8 gap_ev="5.19 / 5.26" homo_energy_ev="-8.161 / -10.748"
Ir -0.157 0.389 0.178
C 4.406 4.284 -2.481
C 3.622 4.150 -3.629
C 2.494 3.340 -3.636
C 2.170 2.677 -2.466
C 1.051 1.801 -2.125
N 1.178 1.486 -0.807
C 2.331 2.001 -0.277
N 2.824 1.707 0.917
C 2.328 0.775 1.708
C 2.952 0.340 2.951
C 4.082 0.795 3.611
C 4.440 0.153 4.788
C 3.699 -0.925 5.277
C 2.581 -1.392 4.599
C 2.213 -0.735 3.439
C 1.135 -1.016 2.482
N 0.429 -2.118 2.530
C -0.465 -2.662 1.720
N -1.454 -2.028 0.974
C -1.868 -2.807 -0.110
N -2.458 -2.366 -1.217
C -2.161 -1.304 -1.930
N -0.921 -0.618 -1.916
C -0.888 0.535 -2.774
N 0.070 1.431 -2.937
C -2.167 0.486 -3.418
C -2.696 1.333 -4.394
C -3.973 1.082 -4.847
C -4.733 0.012 -4.335
C -4.226 -0.828 -3.369
C -2.927 -0.596 -2.913
C -1.383 -4.125 0.185
C -1.564 -5.337 -0.481
C -0.898 -6.445 0.000
C -0.043 -6.357 1.114
C 0.159 -5.157 1.768
C -0.527 -4.037 1.304
N 1.211 -0.029 1.522
C 2.958 2.810 -1.314
C 4.087 3.612 -1.309
H 5.278 4.925 -2.508
H 3.898 4.688 -4.526
H 1.884 3.232 -4.524
H 4.658 1.620 3.211
H 5.311 0.489 5.336
H 4.005 -1.405 6.198
H 2.007 -2.235 4.963
H -2.108 2.155 -4.780
H -4.403 1.717 -5.610
H -5.735 -0.150 -4.712
H -4.805 -1.652 -2.972
H -2.216 -5.400 -1.344
H -1.034 -7.403 -0.487
H 0.463 -7.247 1.463
H 0.824 -5.077 2.618
H 4.692 3.706 -0.416
C -0.269 5.838 0.597
C 0.595 5.049 1.346
C 0.286 3.721 1.600
C -0.894 3.183 1.105
C -1.764 3.969 0.357
C -1.449 5.296 0.107
N -1.159 1.792 1.281
C -2.276 1.353 1.892
C -3.184 2.149 2.636
C -4.243 1.551 3.255
C -4.448 0.151 3.166
C -3.596 -0.654 2.454
C -2.510 -0.064 1.797
N -1.585 -0.672 1.021
N 0.146 -1.003 -1.146
C 0.830 -2.160 -1.409
C 0.580 -2.923 -2.560
C 1.316 -4.079 -2.725
C 2.245 -4.430 -1.758
C 2.410 -3.596 -0.647
N 1.725 -2.482 -0.468
H -0.020 6.871 0.392
H 1.515 5.467 1.735
H 0.953 3.095 2.182
H -2.675 3.529 -0.034
H -2.125 5.906 -0.478
H -3.011 3.213 2.724
H -4.931 2.153 3.833
H -5.297 -0.291 3.671
H -3.753 -1.723 2.383
H -0.162 -2.611 -3.282
H 1.161 -4.701 -3.597
H 2.837 -5.329 -1.855
H 3.123 -3.845 0.131

Calculated max |F| in order - 1.8; 3.3; 3.4; 4.2; 4.4; 0.5 eV/A
Calculated DFT total energy in order - -4738.1473; -288.6744; -2292.6595; -346.8391; -452.7588; -2645.8174 Ha